Below is a molecular structure, C27H27BBrN11OTa at a distorted geometry, with properties calculated with ωB97M-V with the def2-TZVPD basis set.

```
69
Properties=species:S:1:pos:R:3:forces:R:3
C -0.091302 -2.118996 2.778885 -0.068 0.121 -0.066
H 2.818207 2.196220 -3.167236 -0.028 -0.028 0.013
H -3.704558 -2.321983 -1.300131 -0.002 0.011 -0.049
H -4.591890 3.793430 -0.803404 0.001 -0.015 0.000
H 0.387717 -4.275433 -2.667491 0.027 0.007 0.018
C -3.765562 2.500422 2.211446 -0.150 0.129 -0.012
H -0.601391 0.551313 4.884037 0.053 0.003 -0.011
C 0.621808 -2.611619 5.025428 -0.317 0.532 -0.526
H -3.072181 -0.905134 1.017452 -0.013 -0.125 -0.040
H 6.508388 0.915765 -3.133866 0.026 -0.061 0.036
N 1.327818 -1.291816 -1.737162 0.048 -0.061 0.237
C 3.450417 -0.030122 0.831871 0.077 0.047 0.028
C 1.762674 0.668242 2.032752 0.025 0.064 -0.030
H 4.817166 1.267426 -1.061826 -0.030 -0.028 -0.018
C 0.892345 3.234427 -2.680790 -0.013 0.091 -0.058
Ta -0.741494 0.144090 -0.050402 1.124 -0.212 -0.878
C 0.512214 -3.308222 -2.208874 0.045 -0.047 -0.167
C -4.455826 3.289318 1.280042 -0.015 -0.036 0.151
H -3.891673 -1.362653 -3.688366 0.004 -0.024 0.001
C -2.034511 0.828270 2.679756 -0.019 -0.026 0.146
C 3.102847 0.376831 2.116226 0.007 0.035 0.033
Br 1.330950 -3.747041 6.196922 0.331 -0.563 0.579
H -5.278907 3.919769 1.593941 0.028 0.011 0.010
C -2.730177 1.708152 1.773687 0.072 0.082 0.015
H 3.756295 0.485489 2.965712 -0.014 -0.004 -0.019
C -0.116364 2.751426 -1.883065 0.110 -0.244 -0.091
H 0.369329 -1.014001 6.491318 0.015 -0.035 0.010
C -0.322811 -0.441722 4.553462 -0.013 0.031 -0.067
H 5.135784 -0.706827 -4.858132 -0.013 -0.007 0.030
H -0.245822 -2.415728 1.748981 0.076 0.027 0.025
N -3.074022 -0.816419 -3.449588 -0.026 0.019 -0.016
H 1.130755 1.093748 2.787714 -0.073 0.011 0.095
C 1.470871 -2.338071 -2.536438 -0.006 -0.003 -0.026
H -4.046669 2.503057 3.257561 0.004 0.016 -0.010
O -1.633331 0.022776 -1.961314 -0.658 0.107 0.274
H 0.928101 4.176265 -3.202012 0.000 -0.012 0.012
C -0.493000 -0.839844 3.211990 -0.189 -0.128 -0.154
N -1.109471 0.034749 2.253713 0.188 0.000 0.061
C 4.818569 -0.340906 -3.893319 -0.173 -0.133 -0.088
N 0.274221 -1.520463 -0.864868 -0.291 -0.360 -0.037
H -2.578829 -0.359761 -4.206452 0.016 0.001 0.000
C -4.080316 3.218512 -0.042086 0.096 -0.042 -0.139
N -2.336753 1.654963 0.470130 -0.007 -0.114 -0.217
B 2.246026 -0.040946 -1.497259 -0.064 0.082 -0.109
H -2.360204 0.809402 3.717167 0.019 0.030 -0.012
C -0.208627 -2.767300 -1.189496 0.213 0.224 0.027
C -2.674645 -0.690527 -2.217198 0.218 0.018 -0.231
C 0.452796 -3.007603 3.662604 0.005 0.130 0.232
N 0.214123 1.526684 -1.397324 -0.115 0.669 0.217
N 3.626288 -0.658484 -3.429384 0.178 0.133 0.126
C -3.025211 2.378848 -0.413540 -0.222 0.079 0.097
H 2.253139 -2.322911 -3.281758 0.040 0.008 -0.006
C 4.691016 0.659192 -1.943851 -0.242 -0.023 0.043
H 0.744985 -4.002100 3.350699 0.010 -0.001 0.033
N 1.449758 1.239801 -1.890925 -0.109 -0.016 0.062
N 3.539284 -0.058215 -2.198463 0.377 -0.162 0.062
C -2.470854 -1.229617 0.166052 -0.206 0.199 0.248
H -2.751231 2.275280 -1.452767 -0.011 -0.023 -0.036
H -1.043715 3.226969 -1.635755 -0.019 0.095 0.050
C 0.227484 -1.307514 5.458741 0.020 -0.183 -0.166
N 2.378958 0.045913 0.048664 -0.055 -0.056 0.021
C -3.376029 -1.307453 -1.066387 -0.077 -0.138 0.125
H -4.295556 -0.732243 -0.914845 -0.013 -0.020 0.011
H 4.406055 -0.342566 0.439160 -0.051 -0.004 -0.003
C 1.862501 2.242576 -2.666180 0.078 -0.011 -0.102
H -1.020048 -3.209204 -0.643104 -0.038 -0.037 -0.058
H -2.113153 -2.220621 0.445929 -0.055 0.019 0.128
C 5.532240 0.483377 -2.995333 0.024 0.133 -0.186
N 1.295019 0.441355 0.778380 -0.161 -0.178 0.378
```
Forces are in eV/Å.

## Properties
Electronic energy ... -4377.222473 Ha
Net charge ... +4
HOMO level (alpha / beta) ... -18.215 / -18.214 eV
Frontier orbital gap (alpha / beta) ... 4.8194 / 3.2276 eV
Energy above the lowest of the compared OMol25 structures with the same formula, charge and spin ... 89.5 kJ/mol
2S+1 ... 2
Largest force on an atom ... 0.0280 Eh/bohr
LUMO energy (alpha / beta) ... -13.40 / -14.99 eV
⟨S²⟩ ... 0.78

***

Below is a molecular structure, C27H27BrF6LuN4O4S4 at a distorted geometry, with properties calculated with ωB97M-V with the def2-TZVPD basis set.

```
74
Properties=species:S:1:pos:R:3:forces:R:3
H -3.423123 2.076174 -2.629722 0.014 0.006 0.003
C 2.313888 -0.235081 -2.865644 0.821 -0.287 0.479
C 1.669383 0.129679 4.396892 0.031 -0.319 0.078
F 3.977530 5.335321 0.350973 0.032 0.094 0.096
Br -2.020076 -6.487806 -3.511311 -0.010 -0.014 -0.001
C -4.669995 0.816413 2.538135 -0.012 0.014 0.026
H 0.427551 -3.607179 1.742182 -0.047 0.046 -0.030
O 1.352343 4.611466 -0.627632 -0.198 -0.126 0.070
H -1.638703 2.184661 -2.651827 0.035 -0.012 -0.005
H 0.109326 -2.140456 -2.262391 -0.030 0.074 0.013
N -0.136100 -2.181872 0.351562 -0.030 0.032 0.878
C -0.390078 -3.033578 -1.895251 0.195 -0.089 -0.029
H -3.481328 0.743525 4.325282 -0.010 0.006 0.020
C 1.668594 -1.228034 4.688531 0.071 0.370 0.129
F 5.002600 4.493844 2.056982 0.125 0.072 0.020
H 3.620825 0.577764 -4.389905 0.009 0.025 -0.025
F -0.823162 2.813578 1.868597 -0.039 0.048 0.205
C 4.563203 -0.833714 -1.935585 0.026 0.028 0.057
S 2.524175 -0.515272 -0.160924 -0.446 0.021 0.761
C -0.577094 -3.200197 -0.528462 -0.123 -0.175 -0.129
Lu -0.089813 0.345372 -0.009061 0.823 -1.037 -1.756
N 0.775379 -0.298689 2.221206 -0.200 -0.134 0.062
H -5.595857 1.050951 3.049780 -0.008 -0.003 0.006
H -2.523791 2.438103 -1.139830 -0.006 0.005 0.012
C 0.307465 -2.550684 1.494519 -0.115 -0.079 -0.820
C -2.307100 0.389388 2.558665 -0.126 0.040 -0.012
H -1.430050 -4.463125 0.996781 -0.003 0.021 0.017
H 2.081024 -0.032535 -4.993469 -0.013 0.003 0.004
H -1.411086 0.297888 3.164201 0.005 0.023 0.024
H -1.662586 -0.016431 -3.697839 0.044 0.037 -0.009
N -2.399830 0.436994 -1.774484 0.037 -0.078 0.175
H 2.024940 0.864858 5.103162 0.011 0.003 0.032
S 0.877562 3.436468 0.032077 0.101 -0.048 -0.153
C -1.215471 -4.347113 -0.057348 -0.139 0.018 -0.069
C 1.218012 0.544005 3.157222 0.038 -0.074 -0.238
C -2.498688 1.867030 -2.067142 -0.085 0.054 0.027
S 0.623554 0.162360 -2.732242 -0.502 0.081 0.491
F 0.179360 4.698895 2.253716 -0.098 -0.014 -0.053
O 3.999105 1.952700 1.857810 0.169 0.182 0.024
F -1.369907 4.578362 0.740361 0.096 0.009 0.039
H -2.407345 -1.370685 -2.845744 0.028 0.011 -0.007
C -2.474799 -0.300227 -3.038223 -0.111 0.031 -0.037
H 4.859529 -1.039801 -2.962872 -0.015 -0.010 -0.046
H -5.563186 0.773327 0.589073 -0.017 0.008 0.003
O 3.949394 2.725227 -0.520703 0.094 0.100 0.017
C -1.432745 -5.150775 -2.298436 0.045 0.096 0.020
C -3.455368 0.372795 0.498457 -0.066 -0.102 -0.002
H 3.358463 -1.158745 -4.533460 0.002 -0.028 -0.019
H -2.152909 -6.206527 -0.576127 -0.003 0.000 -0.006
C 1.219652 -2.107767 3.728702 -0.169 -0.076 -0.423
H 1.207806 -3.175096 3.903583 0.006 -0.012 0.006
C -0.811818 -4.011162 -2.782874 -0.021 -0.062 0.069
C -1.644130 -5.325108 -0.941214 -0.017 -0.021 0.010
H -4.476100 0.419894 -1.400591 0.026 -0.028 0.001
N 1.864275 2.644243 0.947396 -0.063 0.549 -0.362
H 4.834830 -1.691980 -1.318207 0.005 -0.033 0.023
C -2.222794 0.258282 1.160720 0.209 0.128 0.349
C -3.489250 0.652232 3.244734 0.028 -0.018 -0.018
C -3.544660 0.021194 -0.961357 -0.033 -0.029 -0.083
C 2.875635 -0.213630 -4.271814 -0.007 0.030 -0.015
H 2.017325 -1.591641 5.646112 0.012 0.016 0.006
C 0.775362 -1.614396 2.501439 0.194 0.462 0.474
O 0.048579 2.506037 -0.749153 0.206 0.484 0.590
H -3.436312 -0.090888 -3.536243 -0.001 -0.037 0.018
S 3.470536 2.779189 0.818769 -0.411 -0.737 0.218
H 5.154103 0.014756 -1.577850 0.003 0.013 0.022
C -0.349594 3.929983 1.305728 -0.070 0.259 -0.038
C 3.093782 -0.532157 -1.799015 -0.294 0.176 -1.049
C -4.645703 0.669824 1.160583 0.044 -0.038 -0.036
C 3.850319 4.513183 1.385782 -0.013 -0.061 -0.205
F 2.905233 4.984544 2.198948 -0.045 0.081 0.109
H -3.608193 -1.069508 -1.039653 0.007 0.017 0.026
H 1.230717 1.589185 2.888747 0.000 0.013 -0.011
H -0.652618 -3.877831 -3.843804 0.003 -0.004 -0.017
```
Forces are in eV/Å.

## Properties
Electronic energy ... -7566.706344 Ha
Net charge ... -1
HOMO level ... -3.148 eV
Frontier orbital gap ... 4.4186 eV
Energy above the lowest of the compared OMol25 structures with the same formula, charge and spin ... 41.5 kJ/mol
Largest force on an atom ... 0.0428 Eh/bohr
LUMO energy ... 1.27 eV